# C35H51BiGe2N10O2

C35H51BiGe2N10O2 as an isolated structure (wB97M-V/def2-TZVPD, the OMol25 dataset).

For the HOMO energy (spin up / spin down), the calculation gives -9.124 / -9.785 eV. As for the expectation value of S²: 0.756. The spin multiplicity is 2. The value obtained for the frontier orbital gap (spin up / spin down) is 7.276 / 6.270 eV. Its charge is +1.

CARTESIAN COORDINATES (ANGSTROEM)
Bi (-0.36598, -0.38977, 0.74874)
C (0.90313, -3.96253, -1.88922)
C (0.98097, -3.02256, -0.72109)
O (0.03595, -2.15974, -0.63354)
C (2.01695, -3.12969, 0.18737)
C (2.15172, -2.42680, 1.40689)
C (3.30463, -2.81725, 2.28869)
N (1.32847, -1.48289, 1.83372)
N (1.55715, -1.08592, 3.16081)
C (0.63764, -0.29909, 3.61795)
O (-0.36556, 0.17839, 2.93730)
C (0.70039, 0.08153, 5.05961)
C (1.86493, -0.08357, 5.80531)
C (1.87718, 0.23702, 7.15306)
C (0.72860, 0.72325, 7.76772)
C (-0.43379, 0.88691, 7.02901)
C (-0.44614, 0.57043, 5.67648)
H (0.25998, -4.80645, -1.62630)
H (1.88429, -4.34965, -2.15755)
H (0.46576, -3.45187, -2.74627)
H (2.76406, -3.88396, -0.00953)
H (3.97340, -3.48696, 1.75410)
H (2.93806, -3.31029, 3.18939)
H (3.84477, -1.93388, 2.62486)
H (2.75156, -0.46699, 5.31754)
H (2.78310, 0.10246, 7.72983)
H (0.74249, 0.97415, 8.82037)
H (-1.33208, 1.25836, 7.50558)
H (-1.34694, 0.69099, 5.08925)
C (4.00057, 1.81389, -0.79914)
N (3.22561, 2.71183, 0.04541)
C (3.96352, 3.82217, 0.63776)
C (2.02634, 2.26541, 0.51376)
N (1.61103, 1.04988, 0.35406)
N (1.26632, 3.20827, 1.17496)
C (-0.00413, 3.06038, 1.74219)
N (-0.18207, 3.90431, 2.80039)
N (-0.88406, 2.28965, 1.23270)
H (4.73632, 2.40215, -1.34159)
H (3.35074, 1.33938, -1.53366)
H (4.52906, 1.04646, -0.22273)
H (4.70021, 4.16155, -0.08573)
H (4.48374, 3.52658, 1.55243)
H (3.33813, 4.68578, 0.85256)
H (2.35347, 0.45444, 0.00701)
H (1.67325, 4.11731, 1.28872)
H (0.62423, 4.19327, 3.32843)
H (-1.02936, 3.80622, 3.33364)
H (-1.70966, 2.26085, 1.82607)
N (-3.19186, 1.34718, -0.44377)
H (-3.92592, 1.61565, -1.08922)
H (-2.60973, 2.15998, -0.28021)
H (-3.64757, 1.11934, 0.43487)
C (1.07835, 3.12709, -2.94140)
Ge (-0.73285, 2.42725, -3.17258)
C (-1.92615, 3.76379, -2.39363)
C (-1.06873, 2.35676, -5.08853)
Ge (-0.75166, 0.19065, -2.20368)
C (0.65930, -0.63138, -3.31946)
C (1.97991, -0.80811, -2.90462)
C (2.94205, -1.34572, -3.74990)
C (2.59241, -1.73131, -5.03754)
C (1.28249, -1.57252, -5.46766)
C (0.32715, -1.02515, -4.61851)
C (-2.36377, -0.74429, -2.83035)
C (-3.41650, -0.02072, -3.39824)
C (-4.58181, -0.64901, -3.81444)
C (-4.72438, -2.02145, -3.65235)
C (-3.68903, -2.75658, -3.09337)
C (-2.51839, -2.12386, -2.68887)
H (1.14091, 4.11627, -3.39980)
H (1.80786, 2.47421, -3.42517)
H (1.33332, 3.21910, -1.88458)
H (-1.70655, 4.72336, -2.86625)
H (-1.76382, 3.86695, -1.31952)
H (-2.97766, 3.53395, -2.57146)
H (-0.99123, 3.37993, -5.46260)
H (-2.05869, 1.96902, -5.32526)
H (-0.32383, 1.73872, -5.58912)
H (2.26598, -0.56421, -1.88554)
H (3.96123, -1.46879, -3.40375)
H (3.33320, -2.16343, -5.69780)
H (0.99872, -1.88484, -6.46521)
H (-0.69212, -0.91803, -4.97278)
H (-3.33083, 1.05291, -3.52979)
H (-5.37909, -0.06938, -4.26320)
H (-5.63752, -2.51269, -3.96297)
H (-3.79343, -3.82663, -2.96358)
H (-1.71893, -2.70995, -2.25150)
C (-1.41917, -2.99645, 3.62584)
C (-2.44739, -2.64486, 2.60907)
N (-2.26359, -1.95006, 1.50337)
C (-3.49468, -1.87162, 0.86497)
C (-4.42067, -2.53199, 1.59918)
N (-3.74196, -3.01284, 2.69988)
H (-0.44372, -2.63891, 3.30841)
H (-1.36210, -4.07759, 3.75918)
H (-1.64952, -2.54331, 4.59155)
H (-3.60824, -1.37140, -0.08526)
H (-5.47056, -2.70665, 1.44544)
H (-4.13713, -3.56181, 3.44439)

# C35H51HfNP2

C35H51HfNP2 as an isolated structure (wB97M-V/def2-TZVPD, the OMol25 dataset).

For the HOMO energy (spin up / spin down), the calculation gives -12.256 / -12.307 eV. The spin multiplicity is 1. The value obtained for the frontier orbital gap (spin up / spin down) is 3.400 / 3.342 eV. Its charge is +2.

CARTESIAN COORDINATES (ANGSTROEM)
Hf (-0.55271, -0.20989, -0.52989)
C (-0.88781, -2.13440, 1.58273)
C (0.37030, -2.13890, 0.76608)
C (0.85692, -1.57165, 3.00857)
C (-0.51553, -1.83812, 2.92393)
C (1.40875, -1.69115, 1.73919)
C (-1.96960, -3.12183, 1.42355)
H (-1.70331, -3.92529, 0.73426)
H (-2.93210, -2.69264, 1.13940)
H (-2.12537, -3.60170, 2.39605)
C (-1.43325, -1.88368, 4.09104)
H (-1.95484, -2.85084, 4.15825)
H (-2.19146, -1.09063, 4.03263)
H (-0.90409, -1.77219, 5.05326)
C (1.62257, -1.23946, 4.26840)
H (0.98606, -1.27911, 5.16465)
H (2.04499, -0.22815, 4.19515)
H (2.46416, -1.93152, 4.45921)
C (2.86443, -1.87113, 1.59255)
H (3.27294, -2.31225, 2.51712)
H (3.39049, -0.88181, 1.46667)
H (3.09119, -2.51795, 0.74349)
C (0.74365, -3.28486, -0.15816)
H (1.15286, -4.11747, 0.42948)
H (1.53221, -3.00621, -0.87176)
H (-0.10267, -3.69141, -0.71223)
C (-1.01482, 0.78051, -2.38951)
C (-1.91828, -0.26583, -2.99834)
C (-1.38212, -1.17382, -4.17615)
C (0.19205, -1.26877, -4.30703)
C (1.09543, -1.05758, -3.23947)
C (1.75127, 0.27399, -2.91413)
C (1.22651, 1.44107, -3.74667)
C (-0.29074, 1.52562, -3.62392)
H (-1.75866, -0.89163, -5.18513)
H (0.48783, -0.67192, -5.18979)
H (-1.75535, -2.19925, -3.91895)
H (-0.71194, 1.11255, -4.57189)
H (-1.58871, 1.52807, -1.79634)
H (-2.91585, 0.10442, -3.28841)
H (-0.61875, 2.58141, -3.62894)
H (1.69012, 2.37615, -3.40602)
H (2.85252, 0.31715, -3.09491)
H (1.47546, 1.32337, -4.83794)
H (0.35482, -2.33566, -4.52131)
H (1.31600, -1.94665, -2.61565)
P (-2.47051, -1.48684, -1.66044)
C (-3.99574, -0.56999, -1.24963)
C (-2.96368, -3.13482, -1.98184)
P (3.11289, 0.34477, -0.26772)
C (1.52062, 0.48341, -1.43195)
C (3.95874, -0.88672, -1.33558)
C (3.62574, 1.95226, -0.90497)
H (-3.81473, 0.13692, -0.40845)
H (-4.74938, -1.33205, -0.99771)
H (-4.35792, 0.03648, -2.09305)
H (-2.37100, -3.65946, -2.72508)
H (-4.01351, -3.19391, -2.26901)
H (-2.81461, -3.73454, -1.07378)
H (3.37991, 2.19287, -1.94904)
H (4.73142, 1.99068, -0.76149)
H (3.13018, 2.74917, -0.32708)
H (1.16478, 1.47315, -1.29425)
H (0.79398, -0.54713, -1.42807)
H (4.84878, -1.14038, -0.75046)
H (4.30652, -0.53305, -2.32148)
H (3.45577, -1.86626, -1.48573)
C (1.27900, 4.80904, 0.42168)
C (0.27602, 4.40121, -0.47973)
C (-0.32741, 3.16996, -0.30732)
C (0.08048, 2.31698, 0.73251)
C (1.14637, 2.68227, 1.59243)
C (1.69566, 3.97703, 1.48928)
N (-0.74454, 1.19123, 1.03379)
C (-1.39775, 1.45707, 2.23575)
C (-0.80246, 1.18506, 3.44994)
C (-1.29803, 1.71527, 4.63814)
C (-2.35718, 2.62158, 4.58524)
C (-2.93392, 2.96692, 3.32921)
C (-2.53390, 2.28814, 2.18484)
H (1.76477, 5.77907, 0.32750)
H (-0.01769, 5.05957, -1.29176)
H (-1.17490, 2.87007, -0.92629)
H (1.49783, 1.93745, 2.30334)
H (2.46966, 4.26474, 2.20385)
H (0.13680, 0.59674, 3.46061)
H (-0.84879, 1.40959, 5.59531)
H (-2.75044, 3.09105, 5.51936)
H (-3.71756, 3.73359, 3.27228)
H (-2.93584, 2.53280, 1.18368)

# C35H51N2O7SeTi

C35H51N2O7SeTi as an isolated structure (wB97M-V/def2-TZVPD, the OMol25 dataset).

For the HOMO energy (spin up / spin down), the calculation gives -3.285 / -4.604 eV. As for the expectation value of S²: 2.006. The spin multiplicity is 3. The value obtained for the frontier orbital gap (spin up / spin down) is 5.674 / 6.973 eV. Its charge is -1.

CARTESIAN COORDINATES (ANGSTROEM)
Ti (0.09409, -0.39370, 0.28429)
C (2.79453, -4.27759, -6.23971)
C (1.38793, -4.35835, -5.63353)
C (0.39554, -3.79548, -6.65081)
C (1.03377, -5.83063, -5.38485)
C (1.34487, -3.59074, -4.31295)
C (0.48803, -2.52155, -4.08009)
C (0.48845, -1.87826, -2.85322)
Se (-0.75741, -0.46580, -2.50943)
C (-2.26435, -1.51788, -1.95698)
C (-3.28577, -1.76107, -2.86710)
C (-4.37546, -2.53742, -2.50891)
C (-4.38502, -3.04181, -1.20129)
C (-3.38774, -2.81799, -0.26900)
C (-2.26662, -2.03298, -0.65372)
O (-1.28039, -1.82090, 0.17176)
C (-3.46681, -3.38260, 1.15417)
C (-4.75306, -4.17952, 1.38034)
C (-3.44853, -2.23250, 2.17404)
C (-2.28469, -4.32712, 1.41552)
C (-5.53259, -2.85465, -3.45482)
C (-5.65282, -4.37386, -3.63696)
C (-5.33005, -2.22340, -4.83128)
C (-6.84622, -2.31916, -2.86823)
C (1.34469, -2.24544, -1.79752)
O (1.34232, -1.58179, -0.67751)
C (2.20489, -3.35226, -2.00787)
C (2.17281, -3.96536, -3.25407)
C (3.14973, -3.94656, -0.94284)
C (4.59446, -3.86463, -1.45705)
C (2.77530, -5.42081, -0.72314)
C (3.11382, -3.27087, 0.43504)
H (2.84109, -4.83465, -7.18020)
H (3.54377, -4.69360, -5.56387)
H (3.06692, -3.23915, -6.43988)
H (0.45508, -4.36823, -7.57977)
H (0.61079, -2.75125, -6.88615)
H (-0.63079, -3.85672, -6.28386)
H (1.06162, -6.39726, -6.32055)
H (0.03244, -5.91591, -4.95823)
H (1.73215, -6.29659, -4.68792)
H (-0.20410, -2.17844, -4.83724)
H (-3.20329, -1.32775, -3.85491)
H (-5.23457, -3.64330, -0.90250)
H (-5.64628, -3.56441, 1.24876)
H (-4.75732, -4.55611, 2.40612)
H (-4.82474, -5.03846, 0.70801)
H (-4.28404, -1.55037, 2.00163)
H (-2.52450, -1.66292, 2.10407)
H (-3.53515, -2.63562, 3.18829)
H (-2.31374, -5.17529, 0.72570)
H (-2.35083, -4.71647, 2.43724)
H (-1.33268, -3.81586, 1.29151)
H (-4.73344, -4.78231, -4.06208)
H (-6.48296, -4.61669, -4.30714)
H (-5.82964, -4.87579, -2.68460)
H (-4.41877, -2.59008, -5.30820)
H (-5.26723, -1.13538, -4.76876)
H (-6.17439, -2.47476, -5.47841)
H (-7.05733, -2.76380, -1.89468)
H (-7.68537, -2.54645, -3.53277)
H (-6.79443, -1.23703, -2.73327)
H (2.83897, -4.80878, -3.40976)
H (4.72565, -4.39727, -2.40081)
H (5.27859, -4.30190, -0.72372)
H (4.88436, -2.82389, -1.61602)
H (2.85101, -6.00851, -1.63946)
H (1.74976, -5.50164, -0.35726)
H (3.44125, -5.86820, 0.02067)
H (3.40819, -2.22442, 0.39581)
H (3.81634, -3.80949, 1.08173)
H (2.12505, -3.30307, 0.89209)
O (0.50900, 2.63763, -1.53868)
C (0.89213, 2.20160, -0.35100)
O (1.55200, 1.18230, -0.21090)
C (0.55573, 3.16967, 0.75646)
O (0.27887, 2.47360, 1.93616)
C (-1.10288, 2.37874, 2.24690)
C (-1.99349, 1.77675, 1.16433)
O (-3.17172, 2.08708, 1.14870)
O (-1.42662, 0.96479, 0.33153)
H (0.73778, 1.95741, -2.19587)
H (1.44374, 3.79013, 0.91414)
H (-0.25842, 3.81916, 0.42364)
H (-1.15458, 1.73858, 3.12825)
H (-1.50777, 3.36484, 2.49378)
C (3.21831, -1.59890, 4.48420)
N (2.07067, -1.77973, 3.63446)
C (1.30275, -3.00745, 3.77462)
C (1.62555, -0.79897, 2.84128)
N (0.62157, -0.68037, 2.13568)
H (3.91895, -2.43086, 4.36077)
H (2.93008, -1.54719, 5.54101)
H (3.71233, -0.67092, 4.20763)
H (1.96165, -3.87798, 3.69761)
H (0.56717, -3.04595, 2.97306)
H (0.78137, -3.05065, 4.73718)

Calculated values (kcal per mole) of energy above the lowest of the compared OMol25 structures with the same formula, charge and spin for the records, taken in order: 14.1, 64.7, 1.4.